# 1
A cluster of 7 separate species, C46H112ClN6O8 in total in a non-equilibrium geometry, computed with ωB97M-V/def2-TZVPD.

Properties
max |F|: 0.054 hartree/bohr
LUMO level: -8.79 eV
Kohn-Sham gap: 9.07 eV
electronic energy: -3208.6619 Ha

Structure (ORCA input):
```
! RIJCOSX wB97M-V def2-TZVPD def2/J DEFGRID3
* xyz 5 1
Cl 0.345 1.439 -0.738
C -0.154 6.269 3.555
C 0.434 4.947 2.983
C 1.938 5.199 2.621
C 2.496 4.027 1.973
N 3.969 4.108 1.579
C 4.379 2.729 0.985
C 5.209 2.044 2.080
C 5.073 2.905 3.310
C 4.839 4.295 2.794
C 4.241 5.268 0.628
C 5.441 5.139 -0.276
C 5.937 6.540 -0.587
H 0.421 6.445 4.428
H -1.222 6.223 3.614
H 0.062 7.107 2.850
H -0.186 4.588 2.151
H 0.484 4.129 3.669
H 2.404 5.438 3.594
H 2.065 6.134 2.078
H 2.001 3.724 1.048
H 2.456 3.123 2.632
H 4.884 2.932 0.063
H 3.451 2.156 0.758
H 6.239 2.094 1.763
H 5.011 0.968 2.261
H 6.004 2.822 3.813
H 4.297 2.536 3.999
H 5.753 4.739 2.356
H 4.412 4.945 3.566
H 4.229 6.133 1.273
H 3.342 5.281 0.002
H 5.219 4.556 -1.186
H 6.173 4.542 0.262
H 5.052 7.160 -0.790
H 6.593 6.599 -1.458
H 6.405 7.041 0.293
C -9.236 -0.038 3.933
C -8.251 1.123 4.238
C -6.805 0.590 4.489
C -6.312 -0.057 3.223
N -5.179 -0.993 3.510
C -4.700 -1.750 2.237
C -3.951 -2.968 2.817
C -4.934 -3.449 3.844
C -5.483 -2.096 4.553
C -4.057 -0.155 4.073
C -3.409 1.006 3.314
C -2.132 1.422 4.073
H -10.286 0.340 3.896
H -9.172 -0.838 4.690
H -9.079 -0.575 2.996
H -8.443 1.669 5.143
H -8.317 1.921 3.471
H -6.763 -0.153 5.286
H -6.154 1.421 4.819
H -5.914 0.712 2.543
H -7.120 -0.594 2.695
H -4.131 -1.062 1.612
H -5.615 -1.984 1.688
H -2.991 -2.613 3.267
H -3.623 -3.738 2.119
H -4.519 -4.173 4.539
H -5.687 -3.910 3.241
H -4.916 -1.855 5.471
H -6.538 -2.055 4.726
H -3.307 -0.915 4.333
H -4.394 0.291 5.004
H -4.109 1.859 3.234
H -3.035 0.746 2.305
H -2.310 1.841 5.076
H -1.664 2.239 3.576
H -1.496 0.542 4.088
C 2.954 0.122 -4.176
O 3.954 -0.899 -4.243
C 4.687 -0.802 -5.429
C 5.586 -2.027 -5.465
N 4.830 -3.318 -5.362
H 4.249 -3.480 -4.544
H 4.165 -3.355 -6.138
C 5.694 -4.582 -5.412
C 5.427 -5.354 -4.169
O 4.035 -5.429 -4.051
C 3.415 -6.718 -3.925
H 2.542 0.217 -3.160
H 2.113 0.030 -4.909
H 3.397 1.094 -4.363
H 5.334 0.098 -5.461
H 4.026 -0.761 -6.298
H 6.172 -1.954 -4.533
H 6.233 -2.101 -6.363
H 6.745 -4.323 -5.537
H 5.445 -5.236 -6.241
H 5.726 -4.760 -3.278
H 5.978 -6.309 -4.181
H 3.660 -7.431 -4.754
H 2.312 -6.574 -3.952
H 3.692 -7.164 -2.950
C 1.694 -3.184 -1.248
O 1.017 -3.628 -0.088
C 0.950 -2.534 0.889
C 2.346 -2.362 1.570
N 2.697 -3.705 2.106
H 2.162 -3.808 2.986
H 2.349 -4.384 1.432
C 4.131 -3.877 2.493
C 4.272 -5.116 3.421
O 3.430 -4.861 4.562
C 3.520 -5.893 5.598
H 2.075 -4.038 -1.765
H 2.511 -2.447 -1.086
H 0.901 -2.718 -1.830
H 0.243 -2.906 1.694
H 0.633 -1.559 0.438
H 2.256 -1.554 2.348
H 3.153 -2.121 0.845
H 4.488 -2.909 2.907
H 4.589 -4.070 1.547
H 5.348 -5.298 3.585
H 3.887 -5.952 2.835
H 3.079 -6.850 5.276
H 2.981 -5.458 6.450
H 4.543 -6.119 5.802
C -2.826 -0.997 -3.208
O -3.430 -2.140 -3.762
C -4.548 -1.861 -4.596
C -4.782 -3.004 -5.554
N -4.883 -4.284 -4.776
H -4.139 -4.333 -4.100
H -5.741 -4.285 -4.195
C -4.843 -5.591 -5.544
C -4.314 -6.615 -4.607
O -3.062 -6.216 -4.089
C -2.263 -7.243 -3.532
H -2.310 -0.380 -3.960
H -2.135 -1.296 -2.421
H -3.587 -0.302 -2.777
H -4.350 -1.001 -5.272
H -5.414 -1.588 -3.991
H -3.948 -3.113 -6.221
H -5.772 -2.777 -6.046
H -4.157 -5.457 -6.394
H -5.848 -5.828 -5.905
H -4.155 -7.540 -5.155
H -5.064 -6.738 -3.850
H -1.515 -7.578 -4.237
H -2.825 -8.134 -3.113
H -1.695 -6.725 -2.755
C 2.656 5.986 -3.100
O 1.886 5.278 -2.131
C 0.795 6.074 -1.711
C 0.067 5.440 -0.634
N -0.632 4.205 -1.221
H -0.776 4.390 -2.231
H -0.105 3.300 -1.285
C -1.968 3.860 -0.621
C -2.883 5.068 -0.335
O -2.489 5.606 0.928
C -3.521 6.375 1.600
H 2.936 7.013 -2.880
H 1.972 5.945 -3.938
H 3.533 5.393 -3.297
H 0.105 6.146 -2.615
H 1.073 7.118 -1.437
H -0.724 6.136 -0.236
H 0.720 5.148 0.192
H -1.775 3.273 0.289
H -2.450 3.189 -1.369
H -3.953 4.825 -0.357
H -2.816 5.807 -1.094
H -3.287 6.315 2.643
H -4.545 5.996 1.581
H -3.502 7.439 1.373
*
```

---

# 2
A cluster of 10 separate species, C46H113N13O10 in total in a non-equilibrium geometry, computed with ωB97M-V/def2-TZVPD.

Properties
max |F|: 0.043 hartree/bohr
LUMO level: 0.21 eV
energy relative to the best compared isomer or geometry (same formula, charge and spin): 2.272 eV
Kohn-Sham gap: 8.04 eV
SMILES: CC1(C)CCCC(C)(C)N1O.CC1(C)CCCC(C)(C)N1O.CC1(C)CCCC(C)(C)N1O.COC[C@H](C)N.COC[C@H](C)N.COC[C@H](C)N.COC[C@H](C)N.NC(N)=O.NC(N)=O.NC(N)=O
electronic energy: -3284.5679 Ha

Structure (ORCA input):
```
! RIJCOSX wB97M-V def2-TZVPD def2/J DEFGRID3
* xyz 0 1
C 1.079 -34.701 -0.405
C 0.770 -33.688 -1.511
C 2.024 -32.788 -1.684
C 3.149 -33.434 -2.475
C 2.649 -33.931 -3.822
C 1.475 -34.882 -3.689
N 0.487 -34.298 -2.794
O -0.727 -35.020 -2.783
C 0.859 -34.943 -5.107
C 1.989 -36.271 -3.299
C -0.314 -32.670 -1.155
H 1.972 -35.259 -0.685
H 0.282 -35.449 -0.527
H 1.079 -34.372 0.630
H 1.795 -31.783 -2.052
H 2.426 -32.548 -0.691
H 3.579 -34.251 -1.879
H 3.993 -32.738 -2.519
H 3.532 -34.410 -4.257
H 2.452 -33.033 -4.410
H -0.184 -35.243 -5.162
H 0.994 -33.983 -5.610
H 1.460 -35.610 -5.729
H 1.257 -37.002 -2.966
H 2.577 -36.677 -4.128
H 2.782 -36.153 -2.551
H -0.249 -32.386 -0.102
H -1.327 -33.089 -1.219
H -0.276 -31.790 -1.791
H -1.275 -34.538 -3.407
C 4.062 -38.978 4.449
C 3.294 -39.772 3.390
C 2.275 -40.583 4.229
C 1.031 -41.024 3.462
C 0.481 -39.919 2.563
C 1.491 -39.212 1.657
N 2.567 -38.814 2.563
O 3.500 -37.956 1.902
C 1.945 -40.116 0.513
C 0.776 -37.967 1.154
C 4.227 -40.705 2.647
H 4.483 -39.623 5.217
H 3.392 -38.267 4.942
H 4.809 -38.347 3.970
H 2.835 -41.475 4.524
H 1.965 -40.047 5.126
H 0.237 -41.408 4.100
H 1.380 -41.844 2.818
H -0.096 -39.272 3.228
H -0.254 -40.369 1.881
H 1.319 -39.942 -0.367
H 2.928 -39.830 0.126
H 1.983 -41.176 0.754
H 1.390 -37.180 0.719
H 0.036 -38.279 0.411
H 0.207 -37.470 1.944
H 5.006 -41.096 3.312
H 4.834 -40.173 1.906
H 3.778 -41.560 2.142
H 3.521 -37.165 2.455
C 1.341 -31.827 2.732
C 1.331 -31.979 4.268
C -0.123 -32.262 4.702
C -0.504 -33.746 4.648
C 0.537 -34.530 5.434
C 1.980 -34.379 4.950
N 2.257 -32.976 4.738
O 3.605 -32.653 4.666
C 2.839 -34.982 6.049
C 2.172 -35.136 3.618
C 1.648 -30.622 4.916
H 2.316 -31.668 2.273
H 0.621 -31.047 2.467
H 0.860 -32.704 2.279
H -0.348 -31.879 5.698
H -0.784 -31.726 4.016
H -0.586 -34.054 3.601
H -1.473 -33.850 5.138
H 0.253 -35.538 5.731
H 0.520 -33.996 6.401
H 3.815 -35.281 5.627
H 3.094 -34.335 6.886
H 2.526 -35.966 6.408
H 2.465 -36.173 3.815
H 1.216 -35.210 3.095
H 2.910 -34.652 2.980
H 2.697 -30.338 4.782
H 1.399 -30.648 5.974
H 1.153 -29.778 4.428
H 3.889 -32.711 3.737
C 3.497 -33.786 -7.373
C 4.631 -33.234 -8.235
C 4.097 -32.019 -8.995
O 3.061 -32.334 -9.910
C 3.386 -33.124 -11.033
N 5.758 -32.922 -7.342
H 2.632 -33.902 -8.039
H 3.163 -33.073 -6.619
H 3.693 -34.786 -6.992
H 4.828 -33.976 -9.009
H 4.862 -31.469 -9.567
H 3.681 -31.285 -8.297
H 4.058 -33.956 -10.825
H 3.737 -32.480 -11.850
H 2.444 -33.538 -11.401
H 6.520 -32.544 -7.901
H 5.430 -32.150 -6.766
C 7.524 -35.256 -4.807
C 7.040 -34.900 -3.409
C 7.415 -36.036 -2.449
O 6.857 -37.307 -2.719
C 5.472 -37.310 -2.628
N 7.635 -33.593 -3.097
H 7.193 -36.271 -5.075
H 8.615 -35.319 -4.790
H 7.156 -34.691 -5.662
H 5.959 -34.779 -3.321
H 7.021 -35.739 -1.456
H 8.497 -36.121 -2.327
H 5.067 -38.286 -2.887
H 4.950 -36.554 -3.222
H 5.144 -37.112 -1.592
H 7.288 -33.208 -2.222
H 8.633 -33.727 -2.951
C -4.885 -34.252 -4.950
C -5.823 -33.143 -5.389
C -7.140 -33.158 -4.630
O -8.004 -34.122 -5.195
C -9.141 -33.585 -5.865
N -5.138 -31.855 -5.302
H -4.341 -33.930 -4.059
H -4.167 -34.474 -5.741
H -5.440 -35.161 -4.724
H -6.042 -33.322 -6.452
H -7.672 -32.198 -4.630
H -6.914 -33.443 -3.595
H -8.776 -32.877 -6.615
H -9.804 -33.024 -5.195
H -9.671 -34.467 -6.207
H -5.663 -31.015 -5.500
H -4.279 -31.765 -5.826
C 7.951 -35.686 4.694
C 6.706 -36.131 3.967
C 6.269 -35.056 2.982
O 5.263 -35.545 2.127
C 4.840 -34.706 1.095
N 6.970 -37.396 3.246
H 8.734 -35.343 4.004
H 8.396 -36.457 5.317
H 7.759 -34.767 5.256
H 5.897 -36.271 4.691
H 7.095 -34.701 2.348
H 5.854 -34.205 3.548
H 4.735 -33.655 1.379
H 3.916 -35.097 0.668
H 5.558 -34.733 0.258
H 7.785 -37.192 2.665
H 6.244 -37.545 2.547
C 4.248 -30.299 0.332
O 4.702 -31.401 0.612
N 3.975 -29.961 -0.971
N 3.934 -29.369 1.278
H 3.233 -29.330 -1.215
H 4.218 -30.703 -1.604
H 4.171 -29.557 2.234
H 3.490 -28.501 1.046
C -2.234 -28.374 -2.370
O -1.750 -27.386 -2.918
N -1.887 -29.645 -2.771
N -3.128 -28.310 -1.342
H -2.402 -30.422 -2.402
H -1.146 -29.764 -3.432
H -3.634 -29.125 -1.006
H -3.284 -27.424 -0.900
C -5.441 -31.045 -1.213
O -4.769 -30.473 -0.363
N -4.941 -31.875 -2.197
N -6.800 -30.906 -1.262
H -3.980 -32.152 -2.106
H -5.377 -31.767 -3.107
H -7.223 -30.394 -0.511
H -7.345 -31.412 -1.934
*
```

---

Calculated E_HOMO in order - -17.864 -7.835 eV